The following is a DFT calculation (the ωB97M-V functional and the def2-TZVPD basis) of a molecular structure, C24H49Br2CaCl2F8LiN2O9PS2 at a distorted geometry.

Output
- electronic energy (hartree) = -10419.647062
- HOMO energy (Ha) = -0.2602
- frontier orbital gap (eV) = 1.549
- charge = +1

CARTESIAN COORDINATES (ANGSTROEM)
C: 2.64 -0.12 5.68
C: 1.00 -0.12 5.49
C: 0.55 -1.16 4.31
C: 0.07 -0.45 2.91
C: 0.22 -1.56 1.67
P: 0.88 1.23 2.52
C: 2.54 1.04 1.55
C: 3.58 2.15 2.25
O: 3.53 3.47 1.56
C: 5.13 1.63 2.30
F: 5.55 1.07 0.98
F: 5.97 2.87 2.52
F: 5.36 0.62 3.37
S: -0.55 2.29 1.26
O: -1.54 1.32 0.54
O: 0.31 3.11 0.22
C: -1.41 3.57 2.34
F: -0.32 4.48 2.85
F: -2.43 4.33 1.53
C: -2.14 2.93 3.68
F: -3.23 3.89 4.05
F: -1.18 2.96 4.82
F: -2.78 1.62 3.45
H: 3.16 0.39 4.73
H: 3.09 -1.21 5.74
H: 2.97 0.48 6.64
H: 0.59 0.97 5.39
H: 0.53 -0.55 6.50
H: -0.39 -1.75 4.73
H: 1.37 -2.00 4.12
H: -1.10 -0.26 3.00
H: 0.54 -1.07 0.65
H: 0.89 -2.46 2.00
H: -0.87 -2.02 1.48
H: 2.39 1.43 0.44
H: 2.97 -0.05 1.57
H: 3.21 2.23 3.38
H: 4.14 3.48 0.76
Li: -4.93 1.19 3.75
C: -2.47 -0.73 -2.29
N: -3.07 -1.89 -1.58
O: -4.20 -2.26 -1.94
O: -2.40 -2.41 -0.68
H: -3.17 -0.39 -3.05
H: -2.29 0.05 -1.55
H: -1.54 -1.07 -2.74
Br: 1.77 4.38 2.34
C: 8.48 -1.94 -0.18
C: 7.17 -1.71 0.53
C: 6.17 -1.90 -0.59
O: 6.74 -2.84 -1.51
C: 8.12 -3.03 -1.17
H: 9.30 -2.23 0.49
H: 8.78 -1.03 -0.72
H: 7.03 -2.48 1.30
H: 7.10 -0.73 1.01
H: 6.00 -0.96 -1.13
H: 5.21 -2.27 -0.23
H: 8.22 -4.02 -0.72
H: 8.73 -2.99 -2.08
C: -6.71 0.79 -6.41
S: -5.78 0.57 -4.88
O: -4.33 0.46 -5.25
C: -6.37 -1.11 -4.54
H: -6.46 1.77 -6.83
H: -6.44 0.01 -7.13
H: -7.78 0.75 -6.20
H: -6.13 -1.77 -5.38
H: -7.46 -1.09 -4.39
H: -5.89 -1.47 -3.63
Cl: 5.95 -4.63 6.69
C: 6.05 -4.44 4.93
C: 5.16 -3.31 4.42
Cl: 3.43 -3.69 4.58
H: 5.78 -5.39 4.46
H: 7.09 -4.22 4.69
H: 5.35 -3.13 3.36
H: 5.35 -2.37 4.96
Ca: -5.58 2.41 -3.10
Br: 4.92 1.33 5.33
C: 3.48 -1.24 -3.87
C: 2.79 -1.88 -2.68
O: 3.16 -1.20 -1.49
H: 4.56 -1.27 -3.75
H: 3.21 -1.75 -4.80
H: 3.19 -0.18 -3.96
H: 3.10 -2.93 -2.59
H: 1.70 -1.84 -2.79
H: 2.88 -0.28 -1.58
C: -10.18 2.62 -3.44
O: -9.19 1.96 -3.13
N: -10.65 2.79 -4.73
C: -11.82 3.58 -5.02
C: -9.93 2.17 -5.82
H: -10.80 3.13 -2.68
H: -12.56 2.95 -5.51
H: -11.54 4.40 -5.68
H: -12.26 3.99 -4.10
H: -9.92 1.08 -5.67
H: -8.90 2.54 -5.83
H: -10.42 2.40 -6.78

These are the Mulliken partial charges, in e, on atoms 1 to 6: atom 1 (C): -0.65, atom 2 (C): -0.27, atom 3 (C): -0.06, atom 4 (C): 0.63, atom 5 (C): -0.86, atom 6 (P): -0.56